{"formula": "C45H57F3O15", "method": "wB97M-V/def2-TZVPD", "gap_ev": 9.25, "multiplicity": 1, "smiles": "COC(=O)OC.COC(=O)OC.COC(=O)OC.COC(=O)OC.COC(=O)OC.Fc1ccccc1.Fc1ccccc1.Fc1ccccc1.c1ccccc1.c1ccccc1", "lumo_ev": 0.16, "elements": ["C", "O", "C", "O", "O", "C", "H", "H", "H", "H", "H", "H", "C", "O", "C", "O", "O", "C", "H", "H", "H", "H", "H", "H", "C", "O", "C", "O", "O", "C", "H", "H", "H", "H", "H", "H", "C", "O", "C", "O", "O", "C", "H", "H", "H", "H", "H", "H", "C", "O", "C", "O", "O", "C", "H", "H", "H", "H", "H", "H", "F", "C", "C", "C", "C", "C", "C", "H", "H", "H", "H", "H", "F", "C", "C", "C", "C", "C", "C", "H", "H", "H", "H", "H", "F", "C", "C", "C", "C", "C", "C", "H", "H", "H", "H", "H", "C", "C", "C", "C", "C", "C", "H", "H", "H", "H", "H", "H", "C", "C", "C", "C", "C", "C", "H", "H", "H", "H", "H", "H"], "coordinates": [[9.39, 4.48, -0.45], [8.82, 3.60, -1.42], [7.96, 2.68, -1.01], [7.46, 2.55, 0.11], [7.83, 1.78, -2.03], [6.93, 0.65, -1.95], [8.79, 5.37, -0.25], [10.39, 4.74, -0.80], [9.50, 4.03, 0.53], [7.44, -0.21, -2.37], [6.10, 0.81, -2.64], [6.64, 0.34, -0.94], [-2.87, -6.04, -4.44], [-2.58, -7.43, -4.38], [-2.89, -8.10, -3.25], [-3.16, -7.62, -2.16], [-2.83, -9.41, -3.61], [-3.04, -10.39, -2.64], [-3.83, -5.95, -4.93], [-2.07, -5.62, -5.05], [-2.95, -5.58, -3.45], [-2.39, -10.20, -1.78], [-2.82, -11.36, -3.08], [-4.09, -10.51, -2.39], [-8.04, 2.96, 2.47], [-7.09, 3.99, 2.71], [-6.06, 3.78, 3.58], [-5.77, 2.70, 4.13], [-5.47, 4.97, 3.75], [-4.20, 4.98, 4.50], [-9.06, 3.35, 2.40], [-8.17, 2.28, 3.31], [-7.70, 2.45, 1.56], [-3.92, 6.03, 4.46], [-3.46, 4.32, 4.04], [-4.44, 4.69, 5.53], [-0.74, -5.37, 7.39], [-1.10, -4.59, 6.23], [-1.74, -3.51, 6.44], [-2.24, -3.10, 7.49], [-1.88, -2.91, 5.26], [-2.54, -1.63, 5.19], [0.07, -4.81, 7.87], [-0.37, -6.35, 7.11], [-1.54, -5.50, 8.12], [-2.21, -1.02, 4.36], [-2.35, -1.07, 6.11], [-3.54, -2.03, 4.99], [0.43, 2.00, 7.48], [0.86, 2.53, 6.25], [1.56, 1.79, 5.40], [2.16, 0.77, 5.72], [1.49, 2.48, 4.22], [2.03, 2.08, 2.95], [1.33, 1.60, 7.96], [-0.32, 1.21, 7.44], [0.02, 2.78, 8.13], [1.65, 1.10, 2.64], [3.11, 1.95, 3.00], [1.76, 2.78, 2.17], [4.45, -7.16, 0.23], [4.08, -6.24, 1.12], [2.72, -6.01, 1.46], [2.40, -5.14, 2.46], [3.41, -4.45, 3.19], [4.73, -4.67, 2.81], [5.07, -5.51, 1.78], [1.97, -6.49, 0.85], [1.37, -4.97, 2.74], [3.11, -3.78, 3.98], [5.51, -4.10, 3.29], [6.09, -5.59, 1.44], [0.09, 0.58, -1.87], [-1.07, 0.10, -1.46], [-2.22, 0.97, -1.29], [-3.37, 0.36, -0.80], [-3.40, -0.96, -0.44], [-2.27, -1.76, -0.54], [-1.09, -1.23, -1.09], [-2.16, 2.03, -1.49], [-4.31, 0.90, -0.83], [-4.38, -1.29, -0.12], [-2.30, -2.76, -0.14], [-0.23, -1.89, -1.16], [1.82, -2.50, -5.68], [2.65, -3.53, -6.12], [2.89, -3.67, -7.49], [3.70, -4.70, -8.00], [4.30, -5.46, -6.94], [4.02, -5.38, -5.57], [3.24, -4.35, -5.16], [2.48, -3.00, -8.22], [3.85, -4.82, -9.06], [4.91, -6.31, -7.20], [4.49, -5.99, -4.80], [3.02, -4.19, -4.12], [-1.70, 5.05, -6.81], [-1.65, 3.76, -6.45], [-2.73, 3.11, -5.81], [-3.95, 3.82, -5.74], [-4.01, 5.12, -6.05], [-2.85, 5.82, -6.51], [-0.80, 5.45, -7.26], [-0.74, 3.18, -6.55], [-2.57, 2.05, -5.63], [-4.87, 3.43, -5.35], [-4.90, 5.71, -5.89], [-2.91, 6.90, -6.62], [0.10, 8.68, 1.81], [-0.50, 9.94, 1.94], [-1.31, 10.38, 0.96], [-1.77, 9.52, -0.01], [-1.20, 8.25, -0.15], [-0.23, 7.87, 0.80], [0.93, 8.46, 2.46], [-0.35, 10.60, 2.78], [-1.82, 11.32, 1.14], [-2.58, 9.85, -0.65], [-1.58, 7.53, -0.86], [0.15, 6.86, 0.72]], "lowdin_charge": [-0.041, 0.004, -0.558, 0.088, -0.017, -0.026, 0.095, 0.095, 0.092, 0.085, 0.091, 0.092, -0.046, -0.016, -0.536, 0.110, -0.013, -0.076, 0.096, 0.097, 0.091, 0.102, 0.093, 0.097, -0.046, -0.023, -0.544, 0.070, -0.019, 0.003, 0.090, 0.090, 0.096, 0.092, 0.096, 0.093, -0.015, 0.029, -0.650, 0.081, -0.012, -0.009, 0.100, 0.094, 0.096, 0.089, 0.091, 0.104, -0.043, -0.012, -0.550, 0.105, -0.022, -0.033, 0.094, 0.094, 0.094, 0.090, 0.093, 0.091, 0.069, -0.271, -0.029, -0.091, -0.071, -0.102, -0.031, 0.111, 0.102, 0.098, 0.103, 0.114, 0.072, -0.283, 0.009, -0.111, -0.118, -0.079, -0.014, 0.106, 0.102, 0.102, 0.103, 0.112, 0.008, -0.232, -0.028, -0.048, -0.090, -0.090, -0.044, 0.108, 0.101, 0.088, 0.109, 0.118, -0.110, -0.123, -0.059, -0.119, -0.117, -0.052, 0.099, 0.100, 0.094, 0.099, 0.098, 0.091, -0.107, -0.101, -0.124, -0.091, -0.072, -0.112, 0.103, 0.104, 0.104, 0.099, 0.097, 0.101]}

---

{"formula": "C45H58BCl30F17N2O4", "method": "wB97M-V/def2-TZVPD", "gap_ev": 8.22, "multiplicity": 1, "de_lowest_ev": 0.000, "lumo_ev": -0.21, "elements": ["C", "C", "C", "C", "C", "C", "C", "F", "C", "C", "C", "C", "F", "F", "F", "C", "N", "C", "C", "C", "C", "F", "F", "C", "F", "F", "C", "F", "F", "C", "F", "F", "C", "F", "F", "C", "F", "F", "F", "C", "C", "C", "C", "C", "O", "O", "C", "C", "N", "C", "C", "B", "O", "O", "H", "H", "H", "H", "H", "H", "H", "H", "H", "H", "H", "H", "H", "H", "H", "H", "H", "H", "H", "H", "H", "H", "H", "H", "H", "H", "H", "H", "C", "Cl", "Cl", "H", "H", "C", "Cl", "Cl", "H", "H", "C", "Cl", "Cl", "H", "H", "C", "Cl", "Cl", "H", "H", "C", "Cl", "Cl", "H", "H", "C", "Cl", "Cl", "H", "H", "C", "Cl", "Cl", "H", "H", "C", "Cl", "Cl", "H", "H", "C", "Cl", "Cl", "H", "H", "C", "Cl", "Cl", "H", "H", "C", "Cl", "Cl", "H", "H", "C", "Cl", "Cl", "H", "H", "C", "Cl", "Cl", "H", "H", "C", "Cl", "Cl", "H", "H", "C", "Cl", "Cl", "H", "H"], "coordinates": [[-1.16, 3.54, -2.44], [-0.77, 2.88, -1.52], [-0.23, 1.82, -0.71], [1.03, 1.93, -0.02], [1.82, 3.20, -0.21], [2.51, 3.18, -1.59], [3.88, 2.55, -1.55], [3.78, 1.16, -1.54], [1.49, 0.87, 0.72], [2.78, 0.90, 1.51], [2.51, 1.23, 2.99], [3.02, 2.58, 3.44], [3.08, 2.63, 4.80], [4.25, 2.85, 2.99], [2.20, 3.57, 3.06], [0.73, -0.33, 0.80], [1.21, -1.37, 1.52], [0.49, -2.46, 1.53], [1.07, -3.64, 2.27], [1.12, -3.41, 3.78], [1.92, -4.49, 4.52], [1.21, -5.00, 5.55], [2.19, -5.53, 3.68], [3.31, -4.09, 5.07], [4.20, -4.00, 4.06], [3.72, -5.11, 5.86], [3.35, -2.79, 5.95], [4.09, -3.03, 7.04], [2.10, -2.49, 6.37], [3.99, -1.56, 5.26], [3.57, -1.47, 3.98], [5.32, -1.73, 5.24], [3.67, -0.18, 5.91], [4.41, 0.71, 5.21], [2.38, 0.12, 5.74], [4.07, 0.02, 7.40], [3.98, 1.33, 7.66], [5.31, -0.37, 7.61], [3.24, -0.62, 8.21], [-0.77, -2.55, 0.86], [-1.65, -3.77, 0.88], [-1.53, -4.58, -0.40], [-0.12, -5.09, -0.74], [-0.02, -5.38, -2.21], [0.21, -4.49, -3.00], [-0.20, -6.66, -2.62], [-1.51, -6.86, -3.23], [-2.44, -7.53, -2.20], [-1.23, -1.55, 0.16], [-0.48, -0.42, 0.11], [-0.95, 0.66, -0.66], [-2.28, 0.44, -1.49], [-3.53, 0.81, -1.09], [-2.16, -0.19, -2.71], [-1.57, 3.95, -3.33], [2.60, 3.30, 0.53], [1.17, 4.05, -0.15], [2.60, 4.18, -2.01], [1.93, 2.59, -2.30], [4.44, 2.82, -2.45], [4.46, 2.87, -0.68], [3.22, -0.09, 1.47], [3.47, 1.61, 1.07], [1.44, 1.20, 3.19], [2.97, 0.50, 3.65], [2.10, -3.72, 1.91], [0.59, -4.56, 2.01], [1.44, -2.40, 4.00], [0.11, -3.50, 4.17], [-1.49, -4.37, 1.77], [-2.66, -3.38, 0.91], [-2.24, -5.40, -0.41], [-1.85, -3.92, -1.21], [0.64, -4.35, -0.51], [0.09, -5.99, -0.17], [-1.36, -7.48, -4.09], [-1.93, -5.92, -3.58], [-2.01, -7.40, -1.21], [-2.50, -8.59, -2.41], [-3.42, -7.08, -2.23], [-3.54, 1.28, -0.25], [-2.92, -0.75, -2.89], [-6.65, 2.14, 1.31], [-6.87, 1.10, -0.10], [-4.95, 2.56, 1.60], [-7.21, 3.06, 1.15], [-7.02, 1.62, 2.19], [4.53, 1.89, -5.65], [4.83, 0.55, -4.55], [4.95, 3.44, -4.90], [5.13, 1.76, -6.54], [3.48, 1.91, -5.90], [6.43, 5.51, 2.11], [6.87, 7.21, 2.37], [5.25, 5.32, 0.82], [7.32, 4.96, 1.85], [5.99, 5.12, 3.03], [4.41, 10.03, 0.98], [3.42, 8.57, 1.10], [3.74, 11.18, -0.19], [4.44, 10.50, 1.95], [5.40, 9.75, 0.66], [-0.48, 7.39, 0.30], [0.47, 7.63, 1.77], [-0.59, 5.67, -0.09], [-1.47, 7.79, 0.45], [0.02, 7.89, -0.52], [-3.58, 10.64, -0.48], [-2.64, 11.02, 0.97], [-3.66, 8.90, -0.76], [-4.58, 11.02, -0.35], [-3.10, 11.10, -1.33], [0.70, -2.03, -4.87], [2.12, -0.98, -4.97], [-0.37, -1.85, -6.27], [1.05, -3.05, -4.85], [0.14, -1.80, -3.97], [-4.00, -9.00, -6.12], [-3.63, -10.20, -4.88], [-3.69, -7.35, -5.55], [-3.37, -9.18, -6.98], [-5.04, -9.08, -6.38], [1.75, 4.69, 6.87], [2.35, 6.34, 7.09], [0.31, 4.64, 5.85], [2.53, 4.11, 6.39], [1.50, 4.28, 7.84], [-6.04, -4.60, -4.06], [-5.74, -5.83, -2.82], [-5.65, -2.99, -3.47], [-5.42, -4.82, -4.92], [-7.09, -4.64, -4.33], [1.24, -5.96, -6.29], [0.46, -7.50, -5.94], [0.46, -5.08, -7.60], [1.19, -5.36, -5.39], [2.27, -6.16, -6.57], [7.08, 0.31, 0.86], [6.40, 1.90, 0.54], [6.21, -0.55, 2.14], [7.03, -0.28, -0.05], [8.11, 0.43, 1.18], [-5.18, 5.87, -1.90], [-3.51, 5.49, -1.46], [-6.35, 4.72, -1.24], [-5.42, 6.85, -1.51], [-5.26, 5.86, -2.98], [-8.51, 1.44, -4.05], [-7.49, 0.04, -4.39], [-7.72, 2.56, -2.93], [-8.72, 1.95, -4.98], [-9.43, 1.09, -3.59], [-9.53, -5.38, -0.58], [-9.75, -6.60, -1.84], [-7.84, -4.91, -0.40], [-10.11, -4.51, -0.85], [-9.88, -5.80, 0.36]], "lowdin_charge": [0.092, -0.112, -0.118, -0.088, -0.130, -0.137, -0.258, -0.079, -0.089, -0.103, -0.042, -0.602, 0.088, 0.111, 0.133, -0.126, 0.219, -0.198, -0.113, -0.048, -0.424, 0.127, 0.109, -0.345, 0.163, 0.152, -0.327, 0.161, 0.161, -0.347, 0.122, 0.163, -0.343, 0.135, 0.170, -0.558, 0.188, 0.205, 0.194, -0.204, -0.123, -0.155, -0.080, -0.479, 0.122, -0.031, -0.258, -0.069, 0.225, -0.140, 0.027, -0.652, 0.166, 0.171, 0.044, 0.086, 0.025, 0.122, 0.121, 0.041, 0.012, 0.090, 0.070, 0.143, 0.074, 0.133, 0.099, 0.108, 0.141, 0.111, 0.122, 0.102, 0.123, 0.119, 0.128, 0.011, 0.111, 0.066, 0.057, 0.010, 0.041, 0.100, -1.008, 0.514, 0.538, 0.005, 0.023, -0.993, 0.509, 0.535, 0.025, 0.021, -1.014, 0.510, 0.521, 0.019, 0.022, -1.028, 0.473, 0.497, 0.025, 0.014, -0.988, 0.493, 0.591, -0.036, 0.033, -1.002, 0.522, 0.545, 0.025, 0.026, -1.019, 0.501, 0.491, -0.015, 0.016, -0.987, 0.524, 0.573, 0.027, 0.026, -1.029, 0.503, 0.516, -0.007, 0.023, -1.004, 0.499, 0.500, 0.004, 0.029, -0.999, 0.560, 0.508, 0.000, 0.027, -0.975, 0.589, 0.560, 0.030, 0.025, -0.996, 0.530, 0.506, -0.020, 0.033, -1.012, 0.491, 0.458, 0.023, 0.024, -1.022, 0.495, 0.493, 0.023, 0.022]}

---

{"formula": "C45H58ClN7O3STaTe", "method": "wB97M-V/def2-TZVPD", "gap_ev": [7.06, 7.49], "multiplicity": 2, "charge": 2, "de_lowest_ev": 0.911, "lumo_ev": [-5.23, -5.22], "elements": ["Ta", "C", "C", "N", "C", "C", "N", "C", "C", "C", "N", "C", "C", "N", "C", "H", "H", "H", "H", "H", "H", "H", "H", "H", "H", "H", "H", "H", "H", "H", "H", "H", "H", "H", "H", "H", "H", "H", "H", "C", "C", "C", "C", "C", "C", "C", "S", "O", "O", "N", "C", "C", "C", "C", "C", "N", "H", "H", "H", "H", "H", "H", "H", "H", "H", "H", "H", "C", "C", "C", "C", "C", "C", "Te", "N", "C", "O", "C", "C", "C", "C", "C", "C", "C", "C", "C", "C", "C", "C", "C", "C", "C", "C", "H", "H", "H", "H", "H", "H", "H", "H", "H", "H", "H", "H", "H", "H", "H", "H", "H", "H", "H", "H", "H", "H", "H", "Cl"], "coordinates": [[-0.48, -0.38, 0.12], [2.17, 2.36, 0.04], [2.94, 1.29, -0.71], [2.21, 0.00, -0.62], [2.61, -0.88, -1.73], [1.61, -1.99, -1.81], [0.23, -1.42, -1.79], [-0.17, -0.79, -3.09], [0.13, 0.70, -3.18], [-1.06, 1.55, -2.77], [-1.40, 1.32, -1.35], [-1.86, 2.54, -0.61], [-0.50, 2.45, 1.55], [0.41, 1.29, 1.42], [1.81, 1.82, 1.41], [1.25, 2.56, -0.51], [2.72, 3.29, 0.10], [3.95, 1.17, -0.30], [3.05, 1.55, -1.76], [2.48, -0.45, 0.25], [3.62, -1.29, -1.60], [2.63, -0.31, -2.65], [1.70, -2.65, -0.95], [1.73, -2.60, -2.71], [-0.36, -2.25, -1.71], [-1.24, -0.96, -3.18], [0.31, -1.35, -3.90], [0.45, 0.95, -4.20], [0.95, 0.97, -2.52], [-1.93, 1.31, -3.39], [-0.83, 2.60, -2.94], [-2.22, 0.72, -1.34], [-2.88, 2.78, -0.94], [-1.32, 4.15, -1.59], [-0.64, 2.66, 2.61], [-0.03, 3.33, 1.11], [0.37, 0.78, 2.31], [2.45, 0.99, 1.71], [1.89, 2.57, 2.21], [1.02, -0.10, 7.34], [0.54, -0.75, 6.07], [0.86, -2.07, 5.78], [0.40, -2.69, 4.63], [-0.38, -1.97, 3.75], [-0.74, -0.66, 4.02], [-0.27, -0.05, 5.18], [-0.93, -2.74, 2.21], [-0.58, -4.16, 2.34], [-3.78, -1.41, 2.01], [0.27, -1.91, 1.21], [1.59, -2.24, 1.62], [2.08, -3.54, 1.47], [3.34, -3.83, 1.96], [4.08, -2.82, 2.56], [3.53, -1.55, 2.62], [2.31, -1.26, 2.17], [1.93, -0.58, 7.71], [0.26, -0.18, 8.12], [1.23, 0.96, 7.19], [1.49, -2.63, 6.47], [0.64, -3.73, 4.41], [-1.40, -0.13, 3.35], [-0.56, 0.97, 5.41], [1.47, -4.30, 1.00], [3.74, -4.83, 1.87], [5.07, -3.01, 2.96], [4.09, -0.73, 3.06], [-8.27, -3.72, 4.64], [-7.08, -3.10, 3.95], [-6.26, -2.20, 4.61], [-5.15, -1.62, 3.99], [-4.25, -0.70, 4.76], [-4.90, -1.97, 2.67], [-4.05, 0.42, 1.47], [-2.13, 0.75, 1.04], [-1.87, 2.21, 0.91], [-1.01, 3.63, -0.84], [-2.82, 3.13, 1.71], [-3.00, 2.87, 3.07], [-3.81, 3.68, 3.85], [-4.44, 4.78, 3.28], [-4.24, 5.07, 1.94], [-3.43, 4.25, 1.16], [-5.29, 0.31, -0.23], [-4.91, 0.26, -1.57], [-5.85, 0.37, -2.58], [-7.19, 0.52, -2.25], [-7.57, 0.57, -0.92], [-6.65, 0.47, 0.12], [-7.16, 0.53, 1.54], [-5.68, -2.89, 1.97], [-5.33, -3.31, 0.57], [-6.77, -3.43, 2.63], [-8.37, -3.35, 5.66], [-8.17, -4.80, 4.68], [-9.19, -3.49, 4.10], [-6.47, -1.94, 5.64], [-4.64, -0.54, 5.77], [-4.16, 0.30, 4.31], [-3.24, -1.11, 4.85], [-2.51, 2.02, 3.53], [-3.95, 3.46, 4.90], [-5.07, 5.42, 3.88], [-4.71, 5.93, 1.49], [-3.29, 4.51, 0.12], [-3.88, 0.08, -1.85], [-5.54, 0.32, -3.61], [-7.93, 0.60, -3.03], [-8.62, 0.67, -0.67], [-8.25, 0.49, 1.53], [-6.88, 1.45, 2.05], [-6.83, -0.32, 2.14], [-4.40, -3.87, 0.56], [-5.19, -2.46, -0.09], [-6.12, -3.94, 0.15], [-7.39, -4.15, 2.11], [-2.41, -1.68, -0.68]], "mulliken_spin": [0.629, 0.025, -0.004, 0.090, -0.010, 0.014, 0.056, -0.022, 0.063, -0.024, 0.071, -0.008, 0.020, 0.036, 0.006, -0.005, 0.000, -0.002, -0.004, -0.006, 0.001, -0.002, -0.001, 0.000, 0.005, -0.002, -0.002, 0.001, -0.024, -0.002, -0.003, 0.016, 0.001, 0.000, 0.001, 0.001, -0.013, -0.002, -0.001, 0.000, 0.000, 0.000, -0.003, -0.027, 0.044, 0.009, 0.001, 0.010, -0.015, 0.090, 0.004, -0.007, 0.001, -0.001, 0.001, 0.005, 0.000, 0.000, 0.000, 0.000, 0.000, -0.015, 0.000, -0.001, 0.000, 0.000, 0.000, 0.000, 0.000, 0.000, -0.001, 0.000, -0.002, 0.016, 0.001, -0.004, 0.000, -0.010, 0.000, 0.001, 0.000, 0.000, -0.001, 0.006, -0.004, 0.001, 0.000, 0.000, 0.000, 0.001, -0.001, 0.003, 0.000, 0.000, 0.000, 0.000, 0.000, 0.000, 0.001, 0.000, -0.001, 0.000, 0.000, 0.000, 0.000, -0.009, 0.000, 0.000, 0.000, 0.000, 0.000, 0.000, 0.000, 0.000, 0.000, 0.000, 0.012]}

---

Listing electronic energy for the structures above in their given order: -86450.2440 -481325.9356 -96371.2592 eV.